1.
Here is a molecular structure, C38H78F6N8O12S2Zn at a distorted geometry from OMol25. Energies are from the ωB97M-V functional and the def2-TZVPD basis.

Summary:
orbital gap (spin up / spin down): 0.2804 / 0.3123 hartree
spin multiplicity: 3
HOMO (spin up / spin down): -7.52 / -8.39 eV

The geometry in XYZ format:
```
145
C38H78F6N8O12S2Zn (the ωB97M-V functional and the def2-TZVPD basis)
Zn 15.760 13.870 12.536
C 12.923 13.254 11.060
C 14.102 12.300 10.721
C 14.629 12.688 9.420
O 15.046 12.352 11.725
H 12.366 13.054 11.985
H 12.211 13.252 10.244
H 13.366 14.250 11.111
H 13.721 11.202 10.657
H 15.642 12.278 9.267
H 14.810 13.809 9.595
H 14.054 12.458 8.546
C 18.509 11.054 13.957
F 18.752 10.164 14.998
F 19.689 11.328 13.404
F 17.733 10.425 13.132
S 17.742 12.528 14.743
O 16.397 12.206 15.007
O 18.653 13.020 15.659
N 17.697 13.520 13.388
S 18.876 14.423 12.809
O 20.211 13.969 13.091
O 18.544 14.753 11.436
C 18.584 15.999 13.698
F 18.686 15.898 15.041
F 19.355 16.985 13.315
F 17.321 16.336 13.324
C 8.703 5.857 10.942
C 9.542 6.445 12.196
C 10.419 7.747 11.968
C 9.626 9.123 11.704
C 8.891 9.343 12.945
C 7.915 8.224 13.395
N 8.512 6.578 13.309
O 7.738 5.543 13.625
C 7.510 8.174 14.801
C 6.681 8.088 12.442
C 10.555 5.395 12.657
H 8.358 6.606 10.149
H 7.769 5.278 11.303
H 9.430 5.332 10.402
H 11.140 7.860 12.839
H 11.091 7.589 11.161
H 8.811 8.988 10.989
H 10.167 10.074 11.486
H 8.337 10.226 12.723
H 9.849 9.436 13.512
H 7.448 9.135 15.117
H 6.638 7.564 14.950
H 8.292 7.650 15.406
H 5.999 7.202 12.656
H 6.082 8.938 12.806
H 6.995 8.346 11.490
H 11.263 5.732 13.423
H 11.254 5.143 11.807
H 9.956 4.494 12.970
C 12.536 7.965 7.945
C 13.626 6.838 8.065
C 14.624 6.822 6.858
C 15.477 7.964 7.329
C 16.473 7.524 8.508
C 15.520 7.192 9.864
N 14.154 7.028 9.429
O 13.350 6.635 10.504
C 16.054 5.938 10.669
C 15.469 8.536 10.851
C 12.825 5.473 8.027
H 11.928 8.176 8.746
H 11.856 7.603 7.072
H 12.977 8.875 7.549
H 15.506 6.192 7.045
H 14.125 6.886 5.961
H 14.964 8.796 7.962
H 16.109 8.551 6.552
H 17.369 7.727 9.018
H 16.930 6.594 8.096
H 15.687 5.199 9.874
H 16.940 5.830 11.203
H 15.288 5.511 11.433
H 14.527 9.259 10.547
H 15.270 8.180 11.912
H 16.448 9.016 10.744
H 12.007 5.880 8.563
H 13.409 4.658 8.586
H 12.715 5.156 7.013
C 13.044 11.163 15.575
O 12.611 11.697 14.568
N 14.064 10.211 15.495
C 14.584 9.521 16.654
C 14.240 9.660 14.178
H 12.849 11.497 16.624
H 15.681 9.682 16.798
H 14.470 8.456 16.533
H 14.148 9.930 17.558
H 13.281 9.206 13.831
H 14.562 10.432 13.505
H 15.010 8.893 14.147
C 14.990 15.021 15.122
O 14.718 15.044 13.921
N 15.357 16.077 15.854
C 15.616 15.995 17.266
C 15.414 17.434 15.304
H 14.897 14.133 15.655
H 16.559 16.352 17.552
H 15.576 14.899 17.436
H 14.906 16.466 17.879
H 16.200 17.977 15.871
H 15.728 17.322 14.261
H 14.435 17.825 15.344
C 11.948 16.186 15.519
O 12.267 17.076 16.320
N 11.496 14.967 15.750
C 10.960 14.230 14.582
C 11.129 14.563 17.034
H 12.131 16.333 14.412
H 11.441 14.653 13.653
H 9.789 14.390 14.575
H 11.093 13.187 14.652
H 11.038 15.447 17.659
H 10.267 13.884 16.973
H 11.929 13.955 17.558
C 16.281 15.900 10.581
O 15.597 15.511 11.490
N 16.617 17.200 10.392
C 17.674 17.516 9.455
C 16.297 18.186 11.327
H 16.656 15.243 9.774
H 18.609 17.952 9.837
H 17.269 18.150 8.724
H 18.081 16.582 9.094
H 15.996 19.132 10.882
H 15.556 17.759 12.035
H 17.134 18.355 11.950
C 11.595 13.220 7.198
O 10.961 12.357 7.826
N 11.238 14.530 7.041
C 12.143 15.478 6.346
C 10.010 15.021 7.590
H 12.525 12.941 6.728
H 11.746 15.902 5.480
H 13.009 14.976 5.902
H 12.493 16.287 7.015
H 10.156 15.161 8.637
H 9.845 15.901 7.020
H 9.204 14.274 7.458
```

=====

2.
Here is 5 unconnected molecules or ions with the total composition C38H80B2FNO26P5S at a distorted geometry from OMol25. Energies are from the ωB97M-V functional and the def2-TZVPD basis.

Summary:
orbital gap: 0.2596 hartree
charge: -1
HOMO: -5.24 eV

The geometry in XYZ format:
```
154
C38H80B2FNO26P5S (the ωB97M-V functional and the def2-TZVPD basis)
C 0.039 -0.900 3.089
C 1.194 -0.560 4.047
C 2.458 -0.063 3.371
O 3.333 0.513 4.003
O 2.495 -0.292 2.045
C 3.789 -0.605 1.479
C 3.653 -1.924 0.732
C 4.985 -2.691 0.651
O 5.535 -2.829 2.004
N 4.589 -3.263 2.896
O 4.999 -3.248 4.003
O 5.792 -1.967 -0.164
B 5.868 -2.552 -1.518
F 7.195 -2.937 -1.874
C 5.363 -1.614 -2.771
B 5.529 -0.088 -2.568
O 6.149 0.667 -3.602
O 5.099 0.635 -1.462
O 5.014 -3.768 -1.375
C 4.887 -4.086 -0.027
C 3.673 -4.948 0.276
C 2.362 -4.492 -0.390
O 1.316 -4.457 0.573
C 0.402 -5.536 0.493
C -0.901 -5.099 1.163
O -2.043 -5.569 0.448
C -2.958 -4.557 0.175
C -3.688 -4.032 1.244
C -4.602 -3.014 0.995
C -4.800 -2.525 -0.306
C -5.806 -1.376 -0.524
C -7.190 -1.959 -0.144
C -5.924 -0.956 -1.983
C -5.553 -0.200 0.442
C -4.471 0.844 0.080
C -4.096 1.551 1.400
C -4.962 1.935 -0.887
C -3.168 0.252 -0.465
C -4.077 -3.078 -1.354
C -3.151 -4.108 -1.114
P 6.366 -5.233 0.315
S 8.095 -4.511 0.860
H -0.405 0.026 2.738
H 0.401 -1.493 2.260
H -0.741 -1.415 3.646
H 0.868 0.279 4.659
H 1.422 -1.369 4.733
H 4.582 -0.605 2.218
H 4.028 0.170 0.761
H 3.394 -1.672 -0.292
H 2.819 -2.502 1.128
H 4.343 -1.893 -3.045
H 5.988 -1.886 -3.619
H 7.027 0.318 -3.777
H 5.841 1.086 -1.057
H 3.889 -5.959 -0.080
H 3.504 -5.010 1.347
H 2.494 -3.483 -0.771
H 2.123 -5.114 -1.249
H 0.802 -6.351 1.103
H 0.230 -5.864 -0.529
H -0.932 -5.482 2.182
H -0.877 -4.013 1.215
H -3.470 -4.432 2.220
H -5.159 -2.586 1.812
H -7.945 -1.216 -0.416
H -7.404 -2.859 -0.712
H -7.279 -2.123 0.925
H -6.474 -1.718 -2.534
H -4.978 -0.800 -2.486
H -6.541 -0.064 -2.033
H -6.498 0.344 0.516
H -5.340 -0.555 1.444
H -3.237 2.198 1.258
H -3.828 0.781 2.125
H -4.948 2.080 1.824
H -5.977 2.267 -0.686
H -4.836 1.593 -1.909
H -4.286 2.782 -0.795
H -3.228 -0.029 -1.512
H -2.390 1.010 -0.393
H -2.851 -0.618 0.107
H -4.194 -2.734 -2.368
H -2.606 -4.517 -1.950
H 5.913 -6.092 1.343
H 6.472 -5.943 -0.891
C 0.657 2.280 -4.907
O -0.214 3.196 -4.238
P -1.793 3.135 -4.368
O -2.488 2.615 -3.196
O -2.109 2.376 -5.728
C -2.292 0.956 -5.714
O -2.180 4.619 -4.769
C -1.291 5.698 -4.449
H 0.573 1.284 -4.473
H 0.441 2.252 -5.975
H 1.671 2.641 -4.767
H -2.669 0.614 -4.751
H -1.349 0.457 -5.939
H -3.011 0.708 -6.491
H -0.478 5.737 -5.173
H -0.884 5.590 -3.444
H -1.856 6.625 -4.504
C -0.237 -6.197 6.534
O -0.939 -6.829 5.464
P -2.526 -6.782 5.327
O -3.011 -5.882 4.288
O -3.101 -6.500 6.780
C -3.340 -5.150 7.193
O -2.921 -8.300 5.150
C -1.981 -9.256 4.644
H -0.287 -5.112 6.439
H -0.635 -6.513 7.498
H 0.802 -6.507 6.468
H -3.563 -4.508 6.342
H -2.472 -4.766 7.729
H -4.191 -5.159 7.870
H -1.291 -9.553 5.432
H -1.426 -8.857 3.797
H -2.548 -10.124 4.322
C -2.977 8.910 -0.857
O -3.624 8.324 -1.985
P -5.210 8.303 -2.158
O -5.721 9.248 -3.146
O -5.823 8.470 -0.700
C -6.130 9.777 -0.209
O -5.527 6.785 -2.432
C -4.518 5.909 -2.965
H -3.080 9.996 -0.875
H -3.379 8.506 0.072
H -1.923 8.655 -0.918
H -6.367 10.460 -1.024
H -5.289 10.165 0.367
H -6.990 9.688 0.449
H -3.839 5.604 -2.170
H -3.962 6.392 -3.763
H -5.011 5.025 -3.358
C 8.872 4.798 0.407
O 7.982 5.876 0.118
P 6.843 5.768 -0.995
O 5.492 5.631 -0.465
O 7.303 4.639 -2.003
C 6.901 3.272 -1.796
O 7.090 7.058 -1.882
C 7.762 8.201 -1.350
H 8.341 3.980 0.895
H 9.359 4.444 -0.502
H 9.632 5.178 1.084
H 5.956 3.205 -1.258
H 7.683 2.751 -1.238
H 6.791 2.791 -2.763
H 8.838 8.032 -1.341
H 7.417 8.433 -0.343
H 7.540 9.039 -2.006
```

=====

Summary of DFT total energy in eV
-163543.023, -156792.364
(order as listed above)